The following is a quantum chemistry calculation of a structure of composition C34H50P2V at a distorted geometry, from the Open Molecules 2025 dataset.

Total charge ... +1
Expectation value of S² ... 2.044
E ... -80326.113 eV
Lowest unoccupied orbital energy (spin up / spin down) ... -3.84 / -3.52 eV
Multiplicity ... 3

Each line ends with the Mulliken spin population.
Positions of all 87 atoms, in Å:
V 0.00 0.00 0.00  2.275
P 1.00 2.03 0.23  -0.067
P -0.04 0.57 -2.19  -0.117
C -1.91 0.05 1.06  -0.142
C 0.13 3.42 1.06  0.010
C 2.96 -0.51 -0.86  0.000
C 0.21 -0.74 -3.44  0.022
C -0.55 -3.25 -0.22  0.080
C -2.97 -1.25 -0.95  -0.018
C 2.95 -2.80 -0.33  0.007
C 2.33 6.23 -3.28  0.001
C -1.93 -1.04 0.12  0.149
C 2.88 6.96 -0.91  0.000
C -1.48 1.48 -2.89  0.028
C 5.11 -4.00 -0.94  0.002
C 3.45 -5.24 0.19  0.002
C 4.68 -5.19 -0.41  -0.001
C 0.63 8.13 -0.40  0.000
C -0.88 -0.25 2.04  0.038
C 4.90 -1.71 -1.42  0.003
C 4.30 -2.84 -0.90  -0.003
C -2.93 1.14 1.17  -0.029
C 2.14 -1.47 -0.38  -0.074
C 1.87 7.33 -0.10  0.000
C -0.61 0.53 3.30  -0.046
C -0.24 -1.46 1.66  0.001
C 2.62 2.08 1.08  0.019
C 1.36 1.74 -2.53  0.036
C -0.89 -1.96 0.46  -0.164
C 0.88 -2.15 2.37  0.060
C 1.37 2.81 -1.43  -0.004
C 2.62 -4.11 0.25  -0.004
C 0.22 8.28 -1.88  0.000
C 0.83 6.11 -3.13  0.000
C 4.24 -0.54 -1.36  -0.005
C 3.06 7.24 -2.38  0.000
C -0.04 6.95 -2.56  0.000
H -2.57 1.97 1.78  -0.001
H 1.94 7.00 0.94  0.000
H 2.27 1.13 -2.47  0.004
H 0.42 5.20 -3.55  -0.001
H 4.13 7.17 -2.61  0.000
H -0.70 8.87 -1.91  0.000
H 2.75 5.23 -3.11  -0.001
H 2.95 3.12 1.12  0.000
H 0.53 -3.40 -0.25  -0.030
H 0.33 -0.25 -4.41  0.000
H -1.01 -4.11 0.30  -0.004
H 0.46 0.60 3.51  -0.005
H -3.19 1.54 0.18  -0.005
H 2.57 1.65 2.09  -0.008
H 3.12 -6.17 0.64  0.000
H -2.54 -1.70 -1.85  -0.005
H 0.74 9.13 0.04  0.000
H 2.47 0.35 -0.80  0.012
H 2.76 8.26 -2.63  0.000
H 0.11 3.26 2.14  0.002
H -1.22 1.98 -3.83  -0.001
H -3.44 -0.30 -1.23  0.003
H 1.43 -1.45 3.02  -0.008
H -3.75 -1.92 -0.58  0.000
H 2.32 3.36 -1.40  -0.005
H 5.91 -1.72 -1.83  0.000
H 3.66 6.35 -0.46  0.000
H -1.83 2.23 -2.17  -0.008
H 3.35 1.52 0.49  0.006
H -0.63 -1.44 -3.47  0.000
H 0.57 3.55 -1.62  0.007
H 0.97 8.86 -2.42  0.000
H 6.10 -3.98 -1.38  0.000
H -3.86 0.77 1.63  0.004
H 0.49 -2.96 3.00  -0.003
H 1.59 -2.57 1.66  -0.012
H 1.28 2.18 -3.53  -0.005
H -0.91 -3.26 -1.26  -0.002
H 2.56 6.46 -4.34  0.000
H -1.08 6.63 -2.55  0.000
H -1.09 0.03 4.15  0.002
H 5.31 -6.07 -0.44  0.000
H -0.90 3.48 0.70  -0.007
H -2.30 0.79 -3.07  0.005
H -0.20 7.66 0.15  0.000
H 1.75 -4.40 0.81  -0.001
H -1.02 1.54 3.24  0.003
H 4.71 0.37 -1.72  -0.001
H 1.13 -1.30 -3.21  -0.003
H 0.64 4.37 0.86  0.004

The following is a quantum chemistry calculation of a structure of composition C2H2INO3 at a distorted geometry, from the Open Molecules 2025 dataset.

Total charge ... 0
Expectation value of S² ... 2.011
E ... -17831.530 eV
Lowest unoccupied orbital energy (spin up / spin down) ... -0.01 / -4.00 eV
Multiplicity ... 3

Each line ends with the Mulliken spin population.
Positions of all 9 atoms, in Å:
I 3.21 -0.22 0.74  0.660
O -1.96 1.02 1.15  0.145
O -0.19 2.08 0.64  0.087
O 1.21 -0.32 2.93  0.185
N -0.82 1.05 0.80  0.004
C -0.13 -0.13 0.48  0.631
C 1.37 -0.26 1.80  0.268
H 0.25 -0.22 -0.42  0.020
H -0.55 -1.01 0.77  -0.001